(1)
This record from the Open Molecules 2025 dataset describes a structure of composition C18H16CrNO4PS6 at a distorted geometry. The level of theory is wB97M-V/def2-TZVPD.

Each line ends with the Löwdin spin population.
CARTESIAN COORDINATES (ANGSTROEM)
C: 0.445 2.816 -4.415  0.000
C: 0.650 2.484 -2.041  0.001
C: -2.541 1.851 3.288  0.008
C: -1.283 -1.545 -1.446  0.002
H: 0.699 -4.845 -1.452  0.000
H: 0.387 3.480 -5.270  0.000
H: 1.837 -2.729 -0.916  0.000
H: 0.735 2.889 -1.037  0.000
H: -1.874 0.122 1.854  0.002
C: -1.215 -3.930 -1.755  0.001
C: 0.378 1.440 -4.595  0.000
H: -2.996 -2.737 -1.934  0.000
H: 3.070 -0.114 -1.734  0.001
C: 0.457 0.587 -3.500  0.001
S: 2.300 -1.521 3.419  0.050
C: 2.638 -0.137 -0.736  0.009
C: -1.361 2.517 3.315  0.009
H: -2.138 -2.233 1.894  0.000
C: 3.272 0.944 0.164  0.007
H: -1.849 -0.620 -1.402  0.000
H: -0.402 -2.580 1.880  0.001
S: -3.489 1.916 4.749  0.001
C: 0.138 -3.918 -1.466  0.000
H: 0.265 1.028 -5.592  0.000
C: 0.595 1.103 -2.214  0.008
S: -0.192 2.726 2.058  0.048
O: -0.921 -0.574 1.815  0.041
C: -2.478 2.904 5.690  0.002
S: -2.845 3.410 7.247  0.001
H: -1.168 -1.957 3.348  0.001
H: 2.853 -1.087 -0.240  0.002
H: 0.410 -0.486 -3.647  0.000
P: 0.811 0.089 -0.700  0.044
O: 4.301 1.492 -0.221  0.008
C: 0.787 -2.718 -1.177  0.002
H: -1.718 -4.864 -1.977  0.000
O: 2.480 -2.182 2.111  0.051
C: 0.087 -1.519 -1.186  0.004
Cr: 0.832 0.369 1.791  3.658
C: -1.930 -2.736 -1.738  0.000
S: -1.048 3.286 4.859  0.002
N: 1.463 -0.325 3.558  -0.014
C: -1.161 -1.879 2.251  0.008
S: -3.153 0.880 1.957  0.006
O: 2.657 1.158 1.269  0.032
H: 0.630 4.409 -2.988  0.000
C: 0.583 3.337 -3.137  0.000

Cartesian forces (eV/Å) of the 3 atoms listed first:
C 0.00 -0.03 -0.01
C -0.04 0.12 0.01
C -0.08 -0.27 -0.26

Computed properties:
- Net charge: -2
- E: -131330.98847 eV
- Spin multiplicity: 5
- ΔE to the lowest compared entry with this formula, charge and spin: 1.157 eV


(2)
This record from the Open Molecules 2025 dataset describes a cluster of 2 separate species, C4H10O3 in total at a distorted geometry. The level of theory is wB97M-V/def2-TZVPD.

Each line ends with the Löwdin charge.
CARTESIAN COORDINATES (ANGSTROEM)
C: -0.437 0.935 -0.687  -0.309
H: -2.938 1.450 -2.869  -0.121
C: 0.722 0.184 0.146  -0.205
H: 1.495 0.871 0.487  0.078
C: 0.209 -0.787 1.249  -0.275
H: -0.333 -1.586 0.676  0.102
O: -2.135 1.641 -3.381  -0.481
H: -0.432 -0.177 1.935  0.091
O: 0.996 -3.006 1.969  -0.371
H: 2.221 -1.324 1.502  0.072
H: -0.953 1.568 -2.651  -0.052
H: -0.801 1.829 -0.158  0.088
C: 1.197 -1.691 1.980  -0.642
H: 1.348 -1.136 3.052  0.071
H: -1.257 0.250 -0.802  0.084
O: -0.158 1.516 -1.951  -0.224
H: 1.256 -0.536 -0.500  0.095

Cartesian forces (eV/Å) of the 3 atoms listed first:
C 0.59 0.95 -0.22
H 0.55 0.07 -0.13
C -0.33 -0.65 -1.22

Computed properties:
- Net charge: -2
- E: -10448.99573 eV
- ΔE to the lowest compared entry with this formula, charge and spin: 1.039 eV


(3)
This record from the Open Molecules 2025 dataset describes the molecule C6H14O2. The level of theory is wB97M-V/def2-TZVPD.

Each line ends with the Löwdin charge.
CARTESIAN COORDINATES (ANGSTROEM)
H: -1.316 -0.587 1.167  0.122
C: -3.111 -0.630 -0.558  -0.113
C: 0.441 0.119 0.116  -0.329
C: 2.762 -0.996 0.269  -0.095
H: 3.518 -0.224 0.176  0.069
C: -0.901 -0.644 0.153  -0.177
C: 1.550 -0.667 -0.627  -0.168
H: 0.761 0.210 1.153  0.123
H: 2.482 -1.092 1.314  0.064
O: 0.290 1.378 -0.498  -0.144
H: 0.776 3.288 0.086  0.083
H: 0.276 2.241 1.410  0.085
H: -3.541 -0.288 0.388  0.087
O: -1.826 -0.084 -0.752  -0.169
H: -0.920 2.858 0.278  0.086
H: -0.758 -1.705 -0.066  0.118
H: -3.077 -1.721 -0.526  0.085
H: 3.209 -1.941 -0.023  0.065
C: 0.100 2.483 0.363  -0.087
H: -3.759 -0.313 -1.368  0.087
H: 1.899 -0.079 -1.466  0.111
H: 1.144 -1.607 -0.986  0.097

Cartesian forces (eV/Å) of the 3 atoms listed first:
H -0.09 0.03 0.09
C 0.11 0.00 0.22
C 0.16 -0.55 -0.79

Computed properties:
- Net charge: 0
- E: -10542.43502 eV
- SMILES: CC[C@H](COC)OC
- ΔE to the lowest compared entry with this formula, charge and spin: 2.182 eV


(4)
This record from the Open Molecules 2025 dataset describes the molecule C4H6OS at a distorted geometry. The level of theory is wB97M-V/def2-TZVPD.

Each line ends with the Löwdin charge.
CARTESIAN COORDINATES (ANGSTROEM)
S: 1.397 -0.025 0.308  0.683
C: 0.104 -1.130 -0.020  -0.215
H: 0.848 2.221 0.796  -0.022
H: 1.755 -0.313 1.668  0.076
H: -1.379 -0.734 -1.453  0.137
H: -1.862 1.522 -0.899  0.038
O: 2.617 -0.350 -0.399  -0.428
C: -1.289 0.900 -0.231  0.080
H: 0.155 -2.060 0.520  0.076
C: 0.835 1.542 -0.045  -0.169
H: -2.000 -1.039 0.140  0.132
C: -1.180 -0.534 -0.385  -0.389

Cartesian forces (eV/Å) of the 3 atoms listed first:
S 0.33 0.52 0.57
C 0.19 0.65 0.79
H 0.16 0.19 0.16

Computed properties:
- Net charge: 0
- E: -17118.40336 eV
- ΔE to the lowest compared entry with this formula, charge and spin: 9.726 eV


(5)
This record from the Open Molecules 2025 dataset describes a structure of composition C11H16BClHgN6 at a distorted geometry. The level of theory is wB97M-V/def2-TZVPD.

Each line ends with the Löwdin charge.
CARTESIAN COORDINATES (ANGSTROEM)
N: 0.309 1.729 -0.796  0.032
H: 3.123 -1.982 1.434  0.130
H: -0.162 3.075 2.169  0.128
C: 0.057 -1.822 2.458  -0.192
H: -1.223 -0.384 -3.741  0.131
C: -2.572 -1.534 -0.957  -0.122
B: 0.504 0.368 -1.611  -0.429
H: -3.274 -2.022 -0.292  0.109
H: -2.325 1.060 3.485  0.054
H: 0.618 -1.035 3.010  0.028
C: -1.573 -0.715 -2.777  -0.045
C: 2.862 -1.626 0.438  -0.080
N: 1.668 -0.549 -1.082  -0.011
C: 0.018 3.778 -0.033  -0.011
C: 2.695 -1.109 -1.741  0.005
C: -1.676 1.042 2.573  -0.643
H: -0.743 -2.049 3.273  0.124
C: 3.463 -1.801 -0.814  0.002
N: -1.423 -0.955 -0.548  -0.007
C: 0.226 2.998 -1.153  0.008
H: -0.574 -1.816 1.497  0.062
H: -1.462 0.037 3.284  0.159
N: -0.829 -0.445 -1.677  -0.071
N: 0.211 1.765 0.555  -0.174
Cl: -2.683 2.128 1.862  0.885
Hg: 0.158 0.076 1.684  1.303
H: 0.336 3.157 -2.185  0.141
H: 0.776 0.732 -2.703  0.124
C: 0.043 2.989 1.076  -0.151
H: -0.107 4.804 0.018  0.108
N: 1.799 -0.840 0.231  -0.030
C: -2.709 -1.405 -2.364  -0.029
H: -3.494 -1.748 -3.002  0.103
H: 0.871 -2.604 2.227  0.113
H: 4.330 -2.352 -1.010  0.105
H: 2.761 -0.946 -2.788  0.140

Cartesian forces (eV/Å) of the 3 atoms listed first:
N 0.42 -0.83 2.07
H 0.09 0.13 -0.45
H 0.61 0.50 -1.37

Computed properties:
- Net charge: +2
- E: -37954.69162 eV


Please write out number 3 again, unchanged.
This record from the Open Molecules 2025 dataset describes the molecule C6H14O2. The level of theory is wB97M-V/def2-TZVPD.

Each line ends with the Löwdin charge.
CARTESIAN COORDINATES (ANGSTROEM)
H: -1.316 -0.587 1.167  0.122
C: -3.111 -0.630 -0.558  -0.113
C: 0.441 0.119 0.116  -0.329
C: 2.762 -0.996 0.269  -0.095
H: 3.518 -0.224 0.176  0.069
C: -0.901 -0.644 0.153  -0.177
C: 1.550 -0.667 -0.627  -0.168
H: 0.761 0.210 1.153  0.123
H: 2.482 -1.092 1.314  0.064
O: 0.290 1.378 -0.498  -0.144
H: 0.776 3.288 0.086  0.083
H: 0.276 2.241 1.410  0.085
H: -3.541 -0.288 0.388  0.087
O: -1.826 -0.084 -0.752  -0.169
H: -0.920 2.858 0.278  0.086
H: -0.758 -1.705 -0.066  0.118
H: -3.077 -1.721 -0.526  0.085
H: 3.209 -1.941 -0.023  0.065
C: 0.100 2.483 0.363  -0.087
H: -3.759 -0.313 -1.368  0.087
H: 1.899 -0.079 -1.466  0.111
H: 1.144 -1.607 -0.986  0.097

Cartesian forces (eV/Å) of the 3 atoms listed first:
H -0.09 0.03 0.09
C 0.11 0.00 0.22
C 0.16 -0.55 -0.79

Computed properties:
- Net charge: 0
- E: -10542.43502 eV
- SMILES: CC[C@H](COC)OC
- ΔE to the lowest compared entry with this formula, charge and spin: 2.182 eV